{
  "formula": "C47H57F12NO34P",
  "method": "wB97M-V/def2-TZVPD",
  "largest_force_ev_per_a": 1.26,
  "e_tot_ha": -5977.72946,
  "gap_ev": 7.2221,
  "charge": 1,
  "symbols": ["C", "C", "C", "C", "N", "C", "C", "F", "C", "C", "C", "C", "O", "C", "C", "P", "C", "C", "H", "H", "H", "H", "H", "H", "H", "H", "H", "H", "H", "H", "H", "H", "H", "H", "H", "H", "H", "H", "H", "H", "H", "H", "C", "C", "O", "C", "O", "O", "F", "H", "H", "H", "C", "C", "O", "C", "O", "O", "F", "H", "H", "H", "C", "C", "O", "C", "O", "O", "F", "H", "H", "H", "C", "C", "O", "C", "O", "O", "F", "H", "H", "H", "C", "C", "O", "C", "O", "O", "F", "H", "H", "H", "C", "C", "O", "C", "O", "O", "F", "H", "H", "H", "C", "C", "O", "C", "O", "O", "F", "H", "H", "H", "C", "C", "O", "C", "O", "O", "F", "H", "H", "H", "C", "C", "O", "C", "O", "O", "F", "H", "H", "H", "C", "C", "O", "C", "O", "O", "F", "H", "H", "H", "C", "C", "O", "C", "O", "O", "F", "H", "H", "H"],
  "xyz": [[0.272, -1.163, 1.696], [0.176, 0.033, 0.735], [-1.221, 0.326, 0.269], [-1.945, 1.219, 1.047], [-3.198, 1.558, 0.723], [-3.831, 1.082, -0.358], [-5.208, 1.639, -0.596], [-4.984, 2.964, -1.015], [-6.117, 1.654, 0.637], [-7.431, 0.873, 0.429], [-3.157, 0.177, -1.192], [-3.920, -0.334, -2.399], [-5.151, -0.921, -2.006], [-5.011, -2.267, -1.565], [-1.823, -0.219, -0.891], [-1.041, -1.387, -2.093], [-0.229, -0.214, -3.247], [0.279, -2.359, -1.294], [0.756, -0.889, 2.623], [-0.716, -1.559, 1.916], [0.874, -1.959, 1.274], [0.859, -0.027, -0.105], [0.491, 0.903, 1.309], [-1.507, 1.667, 1.924], [-3.675, 2.237, 1.301], [-5.710, 1.144, -1.410], [-6.355, 2.694, 0.841], [-5.594, 1.274, 1.512], [-8.260, 1.559, 0.342], [-7.400, 0.258, -0.462], [-7.608, 0.245, 1.295], [-4.155, 0.494, -3.063], [-3.332, -1.068, -2.940], [-5.331, -2.961, -2.337], [-3.986, -2.482, -1.269], [-5.653, -2.414, -0.699], [0.349, 0.526, -2.700], [-1.019, 0.318, -3.769], [0.393, -0.763, -3.938], [1.141, -1.775, -0.982], [-0.084, -2.924, -0.445], [0.631, -3.034, -2.064], [-2.470, -2.508, 6.195], [-1.320, -3.273, 5.579], [-0.813, -2.342, 4.630], [-1.102, -1.092, 5.093], [-0.612, -0.091, 4.683], [-2.015, -1.153, 6.082], [-1.733, -4.384, 4.931], [-3.385, -2.635, 5.616], [-2.657, -2.767, 7.233], [-0.526, -3.541, 6.277], [3.730, -2.434, 3.769], [4.181, -3.874, 3.809], [3.408, -4.461, 2.771], [3.139, -3.486, 1.863], [2.732, -3.672, 0.764], [3.409, -2.264, 2.382], [3.880, -4.473, 4.986], [2.836, -2.279, 4.375], [4.496, -1.733, 4.071], [5.240, -4.028, 3.597], [8.317, -1.197, 1.685], [7.221, -2.105, 2.195], [6.469, -1.234, 3.029], [6.625, 0.030, 2.534], [5.940, 0.951, 2.829], [7.652, 0.075, 1.666], [7.701, -3.123, 2.946], [9.160, -1.163, 2.376], [8.670, -1.460, 0.692], [6.571, -2.512, 1.417], [2.011, 3.189, 0.060], [3.005, 4.153, -0.551], [3.497, 3.414, -1.656], [2.525, 2.550, -2.046], [2.506, 1.959, -3.070], [1.562, 2.455, -1.088], [4.025, 4.432, 0.290], [2.500, 2.511, 0.761], [1.177, 3.683, 0.552], [2.573, 5.089, -0.908], [2.972, -2.456, -6.222], [2.879, -3.945, -6.470], [2.039, -4.375, -5.407], [1.244, -3.333, -5.063], [0.272, -3.417, -4.384], [1.707, -2.183, -5.603], [4.078, -4.557, -6.367], [3.777, -2.220, -5.525], [3.092, -1.870, -7.128], [2.419, -4.220, -7.420], [7.976, -4.882, 7.326], [9.133, -5.622, 6.692], [9.560, -4.712, 5.693], [9.238, -3.457, 6.112], [9.661, -2.457, 5.639], [8.362, -3.515, 7.144], [8.740, -6.777, 6.107], [7.045, -5.073, 6.790], [7.841, -5.107, 8.380], [9.964, -5.830, 7.367], [-9.730, -2.619, -0.221], [-11.156, -2.601, -0.725], [-11.870, -2.167, 0.417], [-11.028, -1.401, 1.166], [-11.358, -0.688, 2.048], [-9.743, -1.581, 0.760], [-11.576, -3.843, -1.083], [-9.495, -3.572, 0.256], [-8.997, -2.408, -0.996], [-11.334, -1.912, -1.544], [8.336, 3.776, 1.729], [9.525, 3.110, 1.074], [9.939, 4.084, 0.134], [9.563, 5.306, 0.612], [9.960, 6.341, 0.195], [8.683, 5.162, 1.628], [9.175, 1.976, 0.424], [7.419, 3.586, 1.170], [8.192, 3.488, 2.767], [10.352, 2.891, 1.753], [12.975, 6.662, -0.676], [14.175, 6.025, -1.339], [14.552, 7.001, -2.290], [14.154, 8.219, -1.812], [14.523, 9.260, -2.232], [13.286, 8.056, -0.785], [13.855, 4.873, -1.981], [12.055, 6.450, -1.217], [12.851, 6.376, 0.364], [15.016, 5.832, -0.671], [-10.341, 3.093, -3.380], [-8.975, 2.516, -3.086], [-9.251, 1.635, -2.004], [-10.543, 1.229, -2.132], [-11.006, 0.305, -1.549], [-11.208, 2.010, -3.004], [-8.093, 3.456, -2.675], [-10.553, 3.962, -2.757], [-10.483, 3.356, -4.426], [-8.532, 1.949, -3.906], [-14.525, 0.963, -5.190], [-13.337, 0.270, -5.820], [-12.818, 1.275, -6.677], [-13.153, 2.482, -6.140], [-12.663, 3.516, -6.447], [-14.099, 2.330, -5.187], [-13.697, -0.805, -6.557], [-15.416, 0.859, -5.810], [-14.740, 0.624, -4.181], [-12.563, -0.030, -5.111]]
}



{
  "formula": "C47H58Cl2N8O4ScSi",
  "method": "wB97M-V/def2-TZVPD",
  "largest_force_ev_per_a": 0.90,
  "e_tot_ha": -4535.64428,
  "gap_ev": 6.5281,
  "charge": -1,
  "symbols": ["Sc", "Cl", "C", "C", "C", "Cl", "C", "C", "C", "C", "N", "C", "C", "O", "H", "H", "H", "H", "O", "C", "C", "O", "O", "C", "C", "C", "C", "C", "C", "C", "C", "C", "C", "C", "C", "H", "H", "H", "H", "H", "H", "H", "H", "H", "H", "H", "C", "C", "C", "C", "N", "N", "H", "H", "H", "H", "H", "H", "H", "H", "H", "H", "H", "H", "N", "C", "C", "C", "C", "C", "N", "C", "H", "H", "H", "H", "C", "C", "C", "C", "Si", "C", "C", "C", "C", "C", "C", "C", "C", "H", "H", "H", "H", "H", "H", "H", "H", "H", "H", "H", "H", "H", "H", "H", "H", "H", "H", "H", "H", "H", "H", "H", "H", "H", "H", "H", "N", "C", "N", "C", "N"],
  "xyz": [[-0.957, 0.282, -0.140], [-5.773, -0.956, -0.104], [-4.645, -1.680, -1.197], [-5.089, -2.661, -2.085], [-4.218, -3.241, -2.967], [-4.806, -4.453, -4.073], [-2.861, -2.860, -3.000], [-1.899, -3.387, -3.888], [-0.616, -2.920, -3.837], [-0.278, -1.942, -2.887], [-1.135, -1.437, -2.036], [-2.420, -1.872, -2.083], [-3.319, -1.252, -1.147], [-2.881, -0.355, -0.333], [-6.129, -2.954, -2.057], [-2.189, -4.153, -4.594], [0.145, -3.288, -4.512], [0.736, -1.574, -2.841], [1.275, 0.309, -1.049], [1.554, 1.289, -2.060], [0.269, 2.215, -2.093], [0.345, 3.309, -2.610], [-0.751, 1.672, -1.547], [2.769, 2.134, -1.720], [3.250, 3.050, -2.655], [4.304, 3.887, -2.335], [4.900, 3.813, -1.083], [4.445, 2.887, -0.160], [3.388, 2.046, -0.481], [1.763, 0.638, -3.423], [0.916, 0.855, -4.503], [1.217, 0.319, -5.749], [2.354, -0.454, -5.927], [3.191, -0.700, -4.847], [2.902, -0.144, -3.612], [1.950, -0.381, -1.034], [2.790, 3.105, -3.631], [4.666, 4.600, -3.064], [5.720, 4.473, -0.827], [4.911, 2.821, 0.816], [3.033, 1.318, 0.236], [0.028, 1.460, -4.382], [0.566, 0.525, -6.589], [2.595, -0.852, -6.904], [4.083, -1.302, -4.970], [3.592, -0.292, -2.786], [2.145, -2.651, 4.669], [2.912, -1.621, 3.843], [4.355, -2.093, 3.647], [2.895, -0.269, 4.567], [2.259, -1.589, 2.526], [2.661, -0.579, 1.620], [2.624, -2.787, 5.639], [2.125, -3.611, 4.151], [1.115, -2.326, 4.836], [4.830, -2.271, 4.612], [4.948, -1.348, 3.112], [4.363, -3.021, 3.072], [3.325, -0.370, 5.565], [1.868, 0.092, 4.669], [3.479, 0.481, 4.030], [1.255, -1.498, 2.631], [3.617, -0.759, 1.336], [2.628, 0.348, 2.043], [6.048, -3.971, -2.681], [5.148, -3.951, -1.966], [4.011, -3.924, -1.105], [3.909, -4.753, 0.014], [2.758, -4.687, 0.770], [1.758, -3.791, 0.406], [1.848, -2.993, -0.655], [2.945, -3.069, -1.393], [4.715, -5.430, 0.261], [2.627, -5.323, 1.634], [0.846, -3.718, 0.979], [2.993, -2.432, -2.272], [-3.831, 2.550, 0.283], [-2.866, 3.431, 1.084], [-3.695, 4.189, 2.124], [-2.285, 4.438, 0.084], [-1.399, 2.262, 1.831], [0.066, 3.516, 2.353], [0.850, 3.898, 1.092], [-0.404, 4.801, 3.042], [1.056, 2.816, 3.292], [-2.086, 1.426, 3.526], [-1.057, 0.406, 4.043], [-2.406, 2.381, 4.678], [-3.356, 0.644, 3.166], [-4.670, 3.151, -0.091], [-4.236, 1.731, 0.875], [-3.326, 2.118, -0.580], [-4.415, 4.845, 1.617], [-3.079, 4.811, 2.776], [-4.266, 3.498, 2.747], [-3.102, 4.935, -0.456], [-1.658, 3.944, -0.658], [-1.698, 5.218, 0.572], [0.228, 4.390, 0.345], [1.284, 3.012, 0.625], [1.673, 4.580, 1.346], [-1.007, 5.412, 2.370], [0.461, 5.403, 3.351], [-0.998, 4.589, 3.931], [1.304, 1.813, 2.929], [0.653, 2.724, 4.302], [1.987, 3.394, 3.360], [-0.229, 0.898, 4.554], [-0.645, -0.197, 3.228], [-1.527, -0.280, 4.759], [-1.498, 2.847, 5.066], [-2.874, 1.833, 5.507], [-3.087, 3.175, 4.375], [-3.193, -0.007, 2.301], [-4.185, 1.314, 2.932], [-3.669, 0.011, 4.006], [-0.583, -1.413, 1.032], [-1.013, -2.233, 1.759], [-1.352, -3.215, 2.460], [-1.851, -3.378, 3.655], [-2.271, -3.626, 4.706]]
}



{
  "formula": "C47H58N4P",
  "method": "wB97M-V/def2-TZVPD",
  "largest_force_ev_per_a": 1.62,
  "e_tot_ha": -2385.93382,
  "gap_ev": 3.8920,
  "charge": 1,
  "symbols": ["C", "C", "C", "C", "C", "C", "C", "C", "C", "C", "C", "C", "N", "P", "H", "N", "C", "C", "C", "C", "C", "C", "C", "C", "C", "C", "C", "C", "C", "C", "H", "H", "H", "H", "H", "H", "H", "H", "H", "H", "H", "H", "H", "H", "H", "H", "H", "H", "H", "H", "H", "H", "H", "H", "H", "H", "H", "H", "H", "H", "H", "H", "H", "H", "H", "H", "C", "C", "N", "C", "C", "C", "C", "C", "C", "C", "C", "C", "C", "C", "C", "N", "C", "C", "C", "C", "C", "C", "C", "H", "H", "H", "H", "H", "H", "H", "H", "H", "H", "H", "H", "H", "H", "H", "H", "H", "H", "H", "H", "H"],
  "xyz": [[2.331, 0.275, -3.666], [0.899, -0.111, -3.294], [0.770, -1.624, -3.115], [-0.087, 0.414, -4.317], [0.008, 0.010, -5.636], [-0.856, 0.495, -6.594], [-1.838, 1.396, -6.243], [-1.983, 1.813, -4.932], [-3.003, 2.865, -4.564], [-4.321, 2.700, -5.322], [-2.425, 4.266, -4.753], [-1.097, 1.330, -3.944], [-1.170, 1.830, -2.601], [-2.485, 1.426, -1.512], [-1.576, 0.604, -0.834], [-2.032, 2.698, -0.392], [-2.897, 3.142, 0.664], [-2.561, 2.907, 2.016], [-1.316, 2.123, 2.379], [-1.662, 0.830, 3.119], [-0.347, 2.976, 3.198], [-3.372, 3.415, 3.014], [-4.494, 4.157, 2.712], [-4.824, 4.400, 1.397], [-4.053, 3.896, 0.366], [-4.366, 4.236, -1.073], [-3.707, 5.554, -1.473], [-5.868, 4.255, -1.362], [-0.901, 3.378, -0.885], [-0.438, 2.912, -2.072], [2.429, 1.355, -3.774], [3.049, -0.058, -2.917], [2.619, -0.178, -4.616], [0.652, 0.371, -2.331], [-0.244, -1.901, -2.828], [1.006, -2.148, -4.042], [1.451, -1.998, -2.348], [0.772, -0.691, -5.924], [-0.758, 0.179, -7.620], [-2.483, 1.793, -7.007], [-3.215, 2.719, -3.493], [-4.697, 1.680, -5.232], [-5.087, 3.379, -4.945], [-4.194, 2.917, -6.382], [-1.550, 4.420, -4.119], [-2.114, 4.412, -5.787], [-3.156, 5.041, -4.519], [-0.818, 1.853, 1.432], [-2.330, 0.204, 2.526], [-0.768, 0.246, 3.348], [-2.161, 1.044, 4.065], [-0.081, 3.888, 2.662], [-0.798, 3.272, 4.146], [0.572, 2.436, 3.429], [-3.124, 3.234, 4.046], [-5.107, 4.556, 3.504], [-5.682, 5.011, 1.176], [-3.922, 3.429, -1.677], [-2.622, 5.496, -1.378], [-3.945, 5.831, -2.500], [-4.052, 6.362, -0.828], [-6.342, 3.335, -1.019], [-6.354, 5.090, -0.858], [-6.069, 4.364, -2.429], [-0.492, 4.228, -0.362], [0.387, 3.343, -2.615], [-0.221, -3.823, 5.104], [1.057, -3.159, 4.766], [1.611, -2.143, 5.514], [1.049, -1.591, 6.749], [2.833, -1.757, 4.945], [3.054, -2.575, 3.822], [4.265, -2.474, 3.126], [5.185, -1.529, 3.504], [4.937, -0.685, 4.591], [3.781, -0.802, 5.324], [1.904, -3.441, 3.676], [1.701, -4.458, 2.709], [2.486, -4.709, 1.539], [2.899, -5.983, 1.106], [2.619, -7.267, 1.784], [3.724, -5.833, 0.012], [4.445, -6.915, -0.652], [3.838, -4.473, -0.310], [3.037, -3.757, 0.596], [2.892, -2.372, 0.460], [3.591, -1.728, -0.532], [4.420, -2.437, -1.409], [4.548, -3.803, -1.313], [-0.475, -4.600, 4.384], [-0.164, -4.287, 6.090], [-1.038, -3.100, 5.120], [1.694, -0.820, 7.163], [0.072, -1.154, 6.555], [0.930, -2.374, 7.496], [4.465, -3.134, 2.304], [6.112, -1.439, 2.960], [5.669, 0.059, 4.860], [3.596, -0.169, 6.175], [0.936, -5.181, 2.934], [1.952, -7.126, 2.636], [2.148, -7.974, 1.099], [3.544, -7.712, 2.155], [5.037, -6.538, -1.483], [5.113, -7.406, 0.052], [3.745, -7.656, -1.033], [2.256, -1.835, 1.141], [3.496, -0.660, -0.637], [4.968, -1.905, -2.169], [5.187, -4.353, -1.982]]
}



{
  "formula": "C47H58NO4SSn",
  "method": "wB97M-V/def2-TZVPD",
  "largest_force_ev_per_a": 1.35,
  "e_tot_ha": -2793.72525,
  "gap_ev": 6.9328,
  "charge": 1,
  "symbols": ["Sn", "C", "O", "C", "C", "C", "C", "C", "C", "C", "C", "C", "C", "C", "C", "C", "C", "C", "C", "C", "C", "C", "C", "C", "C", "C", "C", "C", "C", "C", "C", "C", "C", "O", "C", "C", "C", "C", "C", "O", "C", "C", "C", "C", "C", "C", "O", "C", "C", "C", "C", "H", "H", "H", "H", "H", "H", "H", "H", "H", "H", "H", "H", "H", "H", "H", "H", "H", "H", "H", "H", "H", "H", "H", "H", "H", "H", "H", "H", "H", "H", "H", "H", "H", "H", "H", "H", "H", "H", "H", "H", "H", "H", "H", "H", "H", "H", "H", "H", "H", "H", "H", "H", "H", "H", "H", "H", "H", "H", "S", "C", "N"],
  "xyz": [[0.331, 0.045, 4.178], [3.101, -1.398, 4.243], [2.074, -1.050, 3.306], [2.505, -1.233, 1.971], [2.192, -2.416, 1.313], [1.187, -3.384, 1.896], [-0.182, -3.120, 1.312], [-0.511, -3.624, 0.059], [-1.733, -3.360, -0.546], [-2.633, -2.548, 0.140], [-2.356, -2.033, 1.393], [-3.346, -1.134, 2.094], [-3.216, 0.273, 1.556], [-3.866, 0.660, 0.391], [-3.699, 1.931, -0.147], [-2.765, 2.765, 0.462], [-2.094, 2.418, 1.626], [-1.033, 3.344, 2.171], [0.278, 3.115, 1.448], [0.554, 3.745, 0.246], [1.750, 3.548, -0.443], [2.684, 2.695, 0.131], [2.444, 2.047, 1.334], [3.456, 1.108, 1.950], [3.307, -0.269, 1.359], [3.910, -0.590, 0.153], [3.709, -1.811, -0.485], [2.794, -2.685, 0.088], [4.471, -2.133, -1.764], [5.980, -2.067, -1.483], [4.143, -3.532, -2.292], [4.112, -1.097, -2.839], [1.230, 2.244, 1.979], [0.969, 1.551, 3.113], [1.985, 4.267, -1.767], [3.370, 3.973, -2.350], [1.869, 5.783, -1.546], [0.926, 3.809, -2.782], [-2.388, 1.184, 2.200], [-1.947, 0.845, 3.496], [-2.874, 1.284, 4.497], [-4.462, 2.425, -1.370], [-5.512, 1.417, -1.840], [-3.459, 2.667, -2.508], [-5.178, 3.740, -1.023], [-1.123, -2.332, 1.966], [-0.837, -1.765, 3.226], [-2.123, -3.925, -1.906], [-2.419, -2.768, -2.873], [-1.024, -4.802, -2.510], [-3.390, -4.778, -1.733], [4.067, -1.009, 3.921], [3.165, -2.484, 4.345], [2.834, -0.959, 5.206], [1.173, -3.273, 2.977], [1.491, -4.402, 1.656], [0.223, -4.234, -0.448], [-3.590, -2.317, -0.308], [-3.140, -1.143, 3.162], [-4.356, -1.508, 1.931], [-4.541, -0.042, -0.076], [-2.557, 3.737, 0.036], [-0.879, 3.169, 3.236], [-1.348, 4.378, 2.030], [-0.194, 4.408, -0.169], [3.635, 2.526, -0.354], [3.270, 1.076, 3.023], [4.465, 1.487, 1.786], [4.581, 0.137, -0.288], [2.556, -3.620, -0.398], [6.261, -2.786, -0.713], [6.281, -1.073, -1.154], [6.535, -2.303, -2.391], [4.384, -4.295, -1.552], [4.738, -3.733, -3.183], [3.092, -3.617, -2.568], [4.467, -0.105, -2.562], [3.032, -1.046, -2.984], [4.576, -1.368, -3.787], [4.158, 4.287, -1.664], [3.499, 4.523, -3.282], [3.489, 2.911, -2.569], [2.603, 6.113, -0.811], [0.879, 6.057, -1.183], [2.047, 6.319, -2.478], [0.968, 2.727, -2.914], [1.102, 4.283, -3.749], [-0.079, 4.072, -2.453], [-3.892, 1.015, 4.210], [-2.813, 2.365, 4.636], [-2.612, 0.777, 5.427], [-5.051, 0.483, -2.161], [-6.054, 1.830, -2.691], [-6.236, 1.210, -1.051], [-2.899, 1.756, -2.724], [-2.748, 3.450, -2.248], [-3.982, 2.974, -3.414], [-5.891, 3.583, -0.213], [-5.722, 4.107, -1.894], [-4.475, 4.513, -0.716], [-1.563, -2.097, -2.950], [-3.282, -2.185, -2.550], [-2.636, -3.160, -3.866], [-0.117, -4.225, -2.697], [-1.367, -5.206, -3.462], [-0.790, -5.642, -1.855], [-4.225, -4.184, -1.366], [-3.210, -5.588, -1.026], [-3.684, -5.216, -2.687], [0.432, -4.434, 5.800], [-0.239, -3.416, 4.838], [-0.995, -2.632, 4.301]]
}